Entry 1:
The following is a DFT calculation (the ωB97M-V functional and the def2-TZVPD basis) of a single C3H5NO2 molecule at a distorted geometry.

Cartesian coordinates (Å):
C1 0.8379 -1.7664 0.4087
N1 0.3901 -0.6536 1.2292
C2 -0.0284 0.3980 0.6987
O1 -0.0293 0.5630 -0.6817
C3 -0.6686 1.5061 -1.3163
O2 -1.4424 2.3086 -0.5927
H1 0.2399 -2.6435 0.6744
H2 1.8755 -1.9906 0.6739
H3 0.7713 -1.5988 -0.6713
H4 -0.3792 1.2570 1.2619
H5 -1.5252 2.6634 -1.5345

Results
- Molecular weight: 87.1 g mol⁻¹
- E_LUMO: 0.91 eV
- Energy relative to the best compared isomer or geometry (same formula, charge and spin): 379.86 kJ/mol

Atom charges from the Mulliken analysis, given in e for atoms 1 to 4: number 1, C, carries -0.6710; number 2, N, carries -0.4142; number 3, C, carries 0.0707; number 4, O, carries -0.1789

Entry 2:
The following is a DFT calculation (the ωB97M-V functional and the def2-TZVPD basis) of a molecular structure, C3H6AsF7O3Rb at a distorted geometry.

Cartesian coordinates (Å):
Rb1 -0.5815 -3.2380 0.6952
As1 -2.8505 -0.6338 -1.6942
F1 -3.0374 -0.5758 0.0539
F2 -1.5302 -1.8335 -1.4330
F3 -2.8234 -0.7464 -3.4324
F4 -4.2539 0.5132 -1.8107
F5 -1.5779 0.6398 -1.6175
F6 -4.0315 -2.0259 -1.7467
F7 -3.1385 -3.9070 1.5932
C1 1.7812 1.6513 2.7485
O1 1.0972 0.5662 2.0713
C2 1.3390 0.1794 0.7944
O2 1.3567 -0.9948 0.4241
O3 1.9968 1.1455 0.2011
C3 2.4684 0.9412 -1.1241
H1 1.5035 2.5634 2.2201
H2 2.8547 1.5047 2.6295
H3 1.4643 1.7144 3.7895
H4 2.9227 1.8659 -1.4799
H5 1.7839 0.4783 -1.8349
H6 3.2562 0.1919 -1.0475

Results
- Molecular weight: 383.5 g mol⁻¹
- Net charge: -1
- E_LUMO: 1.89 eV
- Energy relative to the best compared isomer or geometry (same formula, charge and spin): 127.29 kJ/mol

Atom charges from the Mulliken analysis, given in e for atoms 1 to 4: number 1, Rb, carries 0.9277; number 2, As, carries 2.0012; number 3, F, carries -0.4649; number 4, F, carries -0.5281

Entry 3:
The following is a DFT calculation (the ωB97M-V functional and the def2-TZVPD basis) of 2 unconnected molecules or ions with the total composition C3H10NO at a distorted geometry.

Cartesian coordinates (Å):
C1 0.0466 1.1091 -1.3009
N1 0.8920 0.6400 -2.4522
H1 -0.0857 2.1830 -1.3978
H2 0.6798 0.9328 -0.4362
H3 -0.8973 0.5876 -1.2930
H4 0.4583 0.7679 -3.3684
H5 1.8194 1.0780 -2.5315
H6 1.2064 -0.3235 -2.3445
C2 -0.0784 -1.1199 2.9162
C3 -0.8972 -0.5931 2.0055
O1 -0.8482 -0.9937 0.6678
H7 -0.1676 -0.8100 3.9470
H8 0.9011 -1.4052 2.5312
H9 -1.8270 -0.1670 2.3846
H10 -1.2023 -1.8858 0.6721

Results
- Molecular weight: 76.1 g mol⁻¹
- Net charge: +1
- E_LUMO: -3.95 eV
- Energy relative to the best compared isomer or geometry (same formula, charge and spin): 173.77 kJ/mol

Atom charges from the Mulliken analysis, given in e for atoms 1 to 4: number 1, C, carries -0.7186; number 2, N, carries -0.3452; number 3, H, carries 0.3340; number 4, H, carries 0.3162

Entry 4:
The following is a DFT calculation (the ωB97M-V functional and the def2-TZVPD basis) of 2 unconnected molecules or ions with the total composition C28H34N3 at a distorted geometry.

Cartesian coordinates (Å):
C1 -1.3742 -6.9463 -0.7613
C2 -1.3698 -5.6266 -0.0523
C3 -2.5076 -5.1634 0.6080
C4 -2.5250 -3.9470 1.2929
C5 -3.8391 -3.5920 1.9393
C6 -1.3598 -3.1472 1.3203
C7 -1.2756 -1.8419 2.1122
C8 -1.3944 -2.1231 3.6241
C9 -2.2727 -0.7534 1.6467
C10 -2.0438 -0.1467 0.3248
C11 -3.0537 0.4063 -0.4812
C12 -2.8250 0.5136 -1.9004
C13 -1.6218 -0.1188 -2.5076
C14 -3.7055 1.2034 -2.7182
C15 -4.9008 1.7304 -2.2205
C16 -5.8322 2.4758 -3.1236
C17 -5.2057 1.5192 -0.8715
C18 -4.3351 0.8876 0.0062
C19 -4.7938 0.7510 1.4234
C20 -0.2121 -3.6135 0.6526
C21 1.0572 -2.8106 0.6269
C22 -0.2254 -4.8311 -0.0233
H1 -0.3879 -7.1410 -1.1918
H2 -1.6238 -7.7720 -0.0823
H3 -2.1111 -6.9621 -1.5740
H4 -3.4153 -5.7723 0.6015
H5 -3.7711 -2.8844 2.7671
H6 -4.5565 -3.1904 1.2047
H7 -4.3024 -4.5059 2.3429
H8 -0.2793 -1.4042 1.9685
H9 -0.5797 -2.7885 3.9357
H10 -1.3120 -1.1946 4.2006
H11 -2.3355 -2.6139 3.8930
H12 -3.2800 -1.1879 1.6609
H13 -2.2369 0.0608 2.3942
H14 -1.0143 -0.1027 -0.0202
H15 -1.6510 -0.0345 -3.6009
H16 -0.7295 0.4003 -2.1521
H17 -1.5211 -1.1808 -2.2416
H18 -3.4609 1.3261 -3.7760
H19 -6.7118 2.8122 -2.5677
H20 -5.3412 3.3544 -3.5620
H21 -6.1718 1.8461 -3.9562
H22 -6.1685 1.8750 -0.4936
H23 -5.6459 1.4224 1.5934
H24 -5.1630 -0.2627 1.6438
H25 -4.0182 1.0173 2.1479
H26 1.8581 -3.3846 0.1435
H27 0.9344 -1.8885 0.0403
H28 1.4129 -2.5278 1.6273
H29 0.6778 -5.1660 -0.5370
C23 2.0394 4.2972 -1.3761
C24 1.0678 3.3997 -0.9277
C25 1.3602 2.0250 -1.0204
C26 2.5664 1.6166 -1.5868
C27 3.5241 2.4911 -2.0894
C28 3.2578 3.8566 -1.9392
N1 2.5424 0.2413 -1.4783
N2 1.4056 -0.1701 -0.8902
N3 0.6518 0.8961 -0.6290
H30 1.8701 5.3728 -1.2971
H31 0.1030 3.6816 -0.5092
H32 4.4189 2.0775 -2.5573
H33 3.9960 4.5991 -2.2551
H34 3.2595 -0.4296 -1.7455

Results
- Molecular weight: 412.6 g mol⁻¹
- Net charge: +1
- E_LUMO: -4.88 eV
- Energy relative to the best compared isomer or geometry (same formula, charge and spin): 50.30 kJ/mol

Atom charges from the Mulliken analysis, given in e for atoms 1 to 4: number 1, C, carries -1.5202; number 2, C, carries 0.5968; number 3, C, carries -0.8192; number 4, C, carries 1.7623